Here is the molecule C11H16N2O2 from OMol25. Energies are from wB97M-V/def2-TZVPD.

## Properties
- highest occupied orbital energy (eV) = -9.810
- largest force on an atom (eV Å⁻¹) = 0.432
- frontier orbital gap (eV) = 10.577
- relative energy (zero: lowest compared OMol25 entry of this formula, charge and spin) (kcal/mol) = 0.0

```
31
C11H16N2O2 wB97M-V/def2-TZVPD
C -4.8057 0.7850 -0.0789
C -3.7250 0.6605 0.6659
C -2.6037 1.6573 0.6823
N -1.3660 1.0472 0.2357
C -0.4946 0.3762 1.0356
O -0.5897 0.2210 2.2275
C 0.6345 -0.1297 0.1337
N 0.1658 0.3053 -1.1622
C -0.9755 1.0271 -1.1121
O -1.5611 1.5603 -2.0171
H 0.6976 0.2035 -2.0083
C 1.9501 0.5547 0.5243
C 3.0940 0.1589 -0.4170
C 2.9673 -1.2928 -0.8974
C 2.2196 -2.1296 0.1337
C 0.7672 -1.6612 0.2443
H 0.3523 -1.9761 1.2036
H 0.1655 -2.1114 -0.5478
H 2.7188 -2.0395 1.0992
H 2.2358 -3.1827 -0.1497
H 2.4246 -1.3375 -1.8443
H 3.9593 -1.7105 -1.0736
H 4.0361 0.2904 0.1171
H 3.1154 0.8298 -1.2774
H 2.1736 0.2610 1.5502
H 1.8156 1.6382 0.5116
H -2.4356 2.0196 1.7013
H -2.8183 2.4906 0.0097
H -3.5782 -0.1973 1.3086
H -5.5913 0.0490 -0.0703
H -4.9483 1.6329 -0.7280
```